22
Properties=species:S:1:pos:R:3:forces:R:3 method="wB97M-V/def2-TZVPD" multiplicity=1 total_energy_ha=-2902.7025 max_force_ev_per_a=11.6 lumo_ha=-0.0128 e_above_lowest_kj_mol=469.1 orbital_gap_ev=6.272 mol_weight_g_mol=184.08 homo_energy_ev=-6.6
C 0.991 1.247 0.703 3.15 -7.52 2.90
N 0.582 0.176 -0.198 -0.01 -2.32 1.12
C 1.016 0.587 -1.533 0.63 -0.59 -4.19
C 1.291 -1.198 0.206 2.73 4.87 -7.18
C -1.001 -0.006 -0.157 3.91 -8.59 3.55
C -1.446 -0.361 1.332 1.69 -2.32 -0.98
O -2.706 -0.934 1.390 -1.61 -2.70 0.31
H 0.911 1.096 1.765 -0.18 -1.27 0.40
H 0.498 1.994 0.612 -7.27 8.89 -1.89
H 1.887 1.705 0.608 3.76 0.09 -1.15
H 2.067 0.829 -1.609 0.44 0.22 1.02
H 0.473 1.462 -1.879 -0.40 0.04 0.32
H 0.988 -0.103 -2.506 -0.99 0.52 2.75
H 0.913 -1.856 -0.546 0.49 -0.53 -0.74
H 1.093 -1.583 1.039 -2.42 -2.23 7.21
H 2.422 -1.011 0.246 -1.65 -0.25 -0.79
H -1.240 -0.871 -0.851 0.37 1.07 0.74
H -1.369 0.763 -0.543 -3.28 6.85 -3.14
H -1.392 0.562 1.901 0.04 -0.24 0.61
H -0.896 -1.315 1.725 0.83 2.79 -0.42
H -2.596 -1.948 1.594 -0.64 3.28 -0.79
Br -2.476 0.773 -3.303 0.41 -0.05 0.34